Record 1
{"formula": "C6H9N", "method": "ωB97M-V/def2-TZVPD", "symbols": ["C", "C", "C", "C", "C", "C", "N", "H", "H", "H", "H", "H", "H", "H", "H", "H"], "xyz": [[-1.3868, 2.0446, -0.1425], [-0.4645, 0.9465, 0.2861], [-0.5992, 0.1718, 1.5016], [0.5005, -0.6357, 1.3825], [1.1594, -0.6053, 0.0340], [0.5114, -1.8942, -0.5785], [0.5566, 0.5969, -0.5061], [-2.2280, 2.0785, 0.5513], [-1.7642, 1.8791, -1.1596], [-0.8714, 3.0117, -0.1266], [0.8012, -1.4582, 2.0334], [2.2522, -0.5857, -0.0679], [1.2338, -2.4647, -1.1583], [-0.3299, -1.5768, -1.1991], [0.0887, -2.5668, 0.1803], [0.8202, 1.0427, -1.3754]], "lumo_ev": 0.346, "energy_ev": -7854.7304, "fmax_ev_per_a": 0.52, "total_charge": 0, "smiles": "CC1=C=C[C@@H](C)N1"}

---

Record 2
{"formula": "C6H9N", "method": "ωB97M-V/def2-TZVPD", "symbols": ["C", "C", "C", "C", "N", "C", "C", "H", "H", "H", "H", "H", "H", "H", "H", "H"], "xyz": [[-1.0004, -0.7740, -1.5267], [0.1231, -0.3020, -0.6702], [1.5068, -0.6961, -0.7146], [2.1154, -0.1428, 0.3800], [1.1337, 0.3890, 1.1887], [-0.0680, 0.3432, 0.5271], [-1.3406, 0.7658, 1.1662], [-1.5995, 0.0496, -1.9116], [-0.7258, -1.3335, -2.4132], [-1.7051, -1.3940, -0.9705], [2.0467, -0.7642, -1.6571], [3.1441, -0.0526, 0.6858], [1.3629, 1.1079, 1.8550], [-2.2041, 0.5596, 0.5444], [-1.3466, 1.8487, 1.3310], [-1.4427, 0.3955, 2.1857]], "lumo_ev": 1.053, "energy_ev": -7857.5790, "fmax_ev_per_a": 2.16, "total_charge": 0, "smiles": "Cc1cc[nH]c1C"}

---

Record 3
{"formula": "C6H9N", "method": "ωB97M-V/def2-TZVPD", "symbols": ["C", "N", "C", "C", "C", "C", "C", "H", "H", "H", "H", "H", "H", "H", "H", "H"], "xyz": [[-1.7674, 0.5849, -0.4791], [-0.5639, 0.1685, -0.3277], [0.7836, 0.7856, -0.0525], [0.6129, -0.1032, 1.1646], [0.1096, -1.0984, 0.1360], [1.1876, -1.2336, -0.9651], [1.6344, 0.0165, -1.0903], [-1.9489, 1.6418, -0.6317], [-2.5835, -0.1271, -0.4546], [-1.8631, 0.8559, 1.8507], [0.8248, 1.8768, -0.0066], [-1.1190, 0.5913, 1.9074], [1.4183, -0.3191, 1.8660], [-0.5416, -1.9433, 0.3735], [1.4499, -2.1278, -1.5177], [2.3664, 0.4313, -1.7729]], "lumo_ev": [0.908, 0.907], "energy_ev": -7850.9950, "fmax_ev_per_a": 0.54, "total_charge": 0}

---

Record 4
{"formula": "C6H9N", "method": "ωB97M-V/def2-TZVPD", "symbols": ["C", "C", "C", "C", "C", "C", "N", "H", "H", "H", "H", "H", "H", "H", "H", "H"], "xyz": [[2.3512, -0.2639, 0.3567], [0.9539, -0.1472, -0.1609], [0.1339, -1.0665, -0.7396], [-1.1331, -0.4593, -1.1663], [-2.1203, -0.0795, 0.3906], [-0.9888, 0.8495, -0.6363], [0.2895, 1.0668, -0.1241], [2.4086, 0.0003, 1.4196], [2.7097, -1.2896, 0.2425], [3.0308, 0.3999, -0.1902], [0.4217, -2.0953, -0.9303], [-1.7176, 0.2911, 1.3411], [-2.2455, -1.1548, 0.4878], [-3.0897, 0.3660, 0.1728], [-1.5871, 1.7208, -0.8864], [0.5827, 1.8615, 0.4228]], "lumo_ev": 0.836, "energy_ev": -7854.4071, "fmax_ev_per_a": 0.49, "total_charge": 0}

---

Record 5
{"formula": "C6H9N", "method": "ωB97M-V/def2-TZVPD", "symbols": ["C", "C", "C", "C", "C", "C", "N", "H", "H", "H", "H", "H", "H", "H", "H", "H"], "xyz": [[-2.3998, -0.1912, -0.3290], [-0.9868, -0.0110, 0.1374], [-0.2548, 1.1326, 0.3599], [1.0423, 0.6764, 0.8175], [1.0797, -0.7666, 0.9444], [2.1749, -0.0906, -0.5124], [-0.1811, -1.0995, 0.4416], [-2.9673, -0.8274, 0.3679], [-2.9145, 0.7737, -0.4036], [-2.4386, -0.6758, -1.3176], [-0.6012, 2.1489, 0.2016], [1.7907, 1.3184, 1.2766], [1.8582, -0.9173, -1.1484], [2.1319, 0.8367, -1.0999], [3.1723, -0.2499, -0.1033], [-0.5060, -2.0576, 0.3673]], "lumo_ev": 0.967, "energy_ev": -7854.7175, "fmax_ev_per_a": 0.85, "total_charge": 0}

---

Record 6
{"formula": "C6H9N", "method": "ωB97M-V/def2-TZVPD", "symbols": ["C", "C", "C", "C", "C", "C", "N", "H", "H", "H", "H", "H", "H", "H", "H", "H"], "xyz": [[-2.8610, -0.0449, -0.0692], [-1.5754, 0.4331, 0.4054], [-0.6059, 1.2481, 0.1766], [0.7515, 1.1065, -0.0124], [1.2050, -0.2560, 0.0759], [2.6508, -0.5903, -0.2652], [0.3184, -1.1506, 0.3681], [-3.2131, -0.7586, 0.6656], [-3.5215, 0.8307, -0.1099], [-2.7956, -0.4999, -1.0606], [-1.5070, 1.8744, 0.8174], [1.3823, 1.9160, -0.2942], [2.7029, -0.8424, -1.3330], [3.3358, 0.2380, -0.0589], [3.0020, -1.4567, 0.3057], [0.7151, -2.0823, 0.3944]], "lumo_ev": 0.653, "energy_ev": -7853.1219, "fmax_ev_per_a": 1.57, "total_charge": 0}

---

Record 7
{"formula": "C6H9N", "method": "ωB97M-V/def2-TZVPD", "symbols": ["C", "C", "C", "C", "C", "N", "C", "H", "H", "H", "H", "H", "H", "H", "H", "H"], "xyz": [[1.7429, -0.7782, 1.0084], [0.5357, -0.3056, 0.2548], [0.6806, 0.6734, -0.9025], [-0.4230, 1.2891, -0.1772], [-1.5939, 0.3164, -0.1654], [-1.8581, -0.0489, -1.5061], [-0.7651, -0.7843, 0.3790], [1.4702, -1.4260, 1.8460], [2.2999, 0.0734, 1.4144], [2.4240, -1.3249, 0.3460], [1.6175, 1.2313, -0.9013], [0.4214, 0.2283, -1.8658], [-0.3724, 2.2721, 0.2882], [-2.4147, 0.6534, 0.4853], [-2.8399, -0.3326, -1.5732], [-1.0751, -1.7024, 0.8730]], "lumo_ev": [0.619, 0.275], "energy_ev": -7852.7666, "fmax_ev_per_a": 0.93, "total_charge": 0}

---

Record 8
{"formula": "C6H9N", "method": "ωB97M-V/def2-TZVPD", "symbols": ["C", "C", "C", "C", "N", "C", "C", "H", "H", "H", "H", "H", "H", "H", "H", "H"], "xyz": [[-1.4442, -1.3417, -0.2384], [-0.3994, -0.3142, 0.0282], [-0.2177, 1.0661, -0.5162], [1.0657, 0.5779, -1.1494], [1.1147, -0.5283, -0.1336], [1.2867, 0.2102, 1.1644], [-0.0965, 0.7917, 0.9874], [-1.4561, -2.1460, 0.5035], [-1.2565, -1.7892, -1.2218], [-2.4318, -0.8703, -0.2664], [-0.9878, 1.7269, -0.9016], [0.8777, 0.1175, -2.1249], [1.9475, 1.2270, -1.2192], [2.1571, 0.8777, 1.2034], [1.3382, -0.5106, 1.9861], [-0.7538, 1.2725, 1.7052]], "lumo_ev": 1.116, "energy_ev": -7854.9657, "fmax_ev_per_a": 0.41, "total_charge": 0, "smiles": "C[C@]12[C@@H]3CN1C[C@@H]32"}

---

Record 9
{"formula": "C6H9N", "method": "ωB97M-V/def2-TZVPD", "symbols": ["C", "C", "C", "C", "C", "C", "N", "H", "H", "H", "H", "H", "H", "H", "H", "H"], "xyz": [[1.1231, -0.9555, 0.7538], [-0.1195, -0.5258, 0.5477], [-1.0849, -0.3534, 1.6987], [-0.6201, -0.1705, -0.8402], [0.4197, 0.5610, -1.7004], [0.9015, 1.7626, -1.0109], [1.2422, 2.7106, -0.4431], [1.4702, -1.2168, 1.7462], [1.8482, -1.0634, -0.0440], [-2.0197, 0.1165, 1.3831], [-0.6435, 0.2820, 2.4715], [-1.3373, -1.3113, 2.1620], [-1.5087, 0.4642, -0.7660], [-0.9378, -1.0769, -1.3706], [-0.0083, 0.8604, -2.6627], [1.2749, -0.0836, -1.9251]], "lumo_ev": 0.832, "energy_ev": -7857.1400, "fmax_ev_per_a": 1.07, "total_charge": 0, "smiles": "C=C(C)CCC#N"}

---

Record 10
{"formula": "C6H9N", "method": "ωB97M-V/def2-TZVPD", "symbols": ["C", "C", "C", "N", "C", "C", "C", "H", "H", "H", "H", "H", "H", "H", "H", "H"], "xyz": [[0.6286, 0.2524, 2.3758], [0.3561, 0.3955, 0.9123], [1.2567, 0.0453, -0.0819], [0.6723, 0.2830, -1.2522], [-0.6685, 0.5769, -1.1270], [-1.1982, -0.6972, -1.8780], [-0.8358, 0.7948, 0.2651], [1.6138, -0.2024, 2.5365], [-0.1188, -0.3835, 2.8632], [0.6157, 1.2255, 2.8714], [2.2301, -0.4192, -0.0532], [1.0626, 0.1735, -2.1718], [-1.4250, -1.4045, -1.0683], [-2.0461, -0.5362, -2.5179], [-0.4124, -1.2290, -2.4691], [-1.7309, 1.1252, 0.7950]], "lumo_ev": 0.957, "energy_ev": -7855.9179, "fmax_ev_per_a": 1.27, "total_charge": 0, "smiles": "Cc1c[nH]c(C)c1"}

---

Record 11
{"formula": "C6H9N", "method": "ωB97M-V/def2-TZVPD", "symbols": ["C", "C", "C", "C", "C", "C", "N", "H", "H", "H", "H", "H", "H", "H", "H", "H"], "xyz": [[-3.1801, -0.8156, 0.5649], [-1.8596, -0.6321, -0.0338], [-0.7785, -0.5061, -0.5495], [0.5510, -0.2811, -1.1206], [1.2709, 0.7845, -0.3205], [2.0955, 0.4221, 0.8442], [2.7267, 0.8047, -0.4296], [-3.1157, -1.4057, 1.4834], [-3.8453, -1.3397, -0.1272], [-3.6423, 0.1442, 0.8146], [0.4685, 0.0248, -2.1706], [1.1288, -1.2135, -1.1179], [0.7420, 1.7430, -0.2967], [2.2135, -0.6207, 1.1487], [2.1581, 1.1300, 1.6657], [3.0665, 1.7614, -0.3550]], "lumo_ev": 1.025, "energy_ev": -7855.3453, "fmax_ev_per_a": 0.54, "total_charge": 0, "smiles": "CC#CC[C@H]1CN1"}

---

Record 12
{"formula": "C6H9N", "method": "ωB97M-V/def2-TZVPD", "symbols": ["C", "C", "C", "C", "C", "C", "N", "H", "H", "H", "H", "H", "H", "H", "H", "H"], "xyz": [[1.0428, -1.4055, 0.8989], [0.1155, -0.3082, 0.5408], [-0.0803, 0.2484, -0.7808], [0.3814, -0.3260, -2.0474], [-1.1575, 1.2542, -0.5726], [-1.5008, 1.2510, 0.7333], [-0.7662, 0.2844, 1.3993], [1.9910, -1.2851, 0.3592], [0.6352, -2.3785, 0.5860], [1.2523, -1.4467, 1.9734], [0.5138, 0.3943, -2.8524], [1.1803, -1.0629, -1.9693], [0.8864, 0.8319, -0.5952], [-1.5727, 1.8801, -1.3500], [-2.2069, 1.8666, 1.2747], [-0.7144, 0.2022, 2.4023]], "lumo_ev": [0.708, 0.740], "energy_ev": -7853.9123, "fmax_ev_per_a": 0.37, "total_charge": 0}

---

Record 13
{"formula": "C6H9N", "method": "ωB97M-V/def2-TZVPD", "symbols": ["C", "C", "C", "C", "C", "C", "H", "H", "H", "H", "H", "H", "H", "H", "H", "N"], "xyz": [[-0.6442, -0.0246, -2.2217], [-0.2863, -0.1141, -0.9516], [-0.9461, -0.8749, 0.1993], [0.0767, -0.5044, 1.2719], [0.2022, 1.0499, 1.0919], [0.8577, 0.5177, -0.2242], [-1.5379, -0.5102, -2.6308], [-0.1028, 0.6000, -2.9458], [-1.9179, -0.4399, 0.4008], [-1.0019, -1.9479, 0.0463], [-0.0281, -0.9711, 2.2483], [0.9855, 1.4786, 1.7371], [-0.7355, 1.6631, 1.0883], [1.5903, 1.1320, -0.7855], [2.1290, -0.3829, 1.1302], [1.3594, -0.6712, 0.5453]], "lumo_ev": 1.057, "energy_ev": -7855.9924, "fmax_ev_per_a": 1.31, "total_charge": 0}

---

Record 14
{"formula": "C6H9N", "method": "ωB97M-V/def2-TZVPD", "symbols": ["C", "C", "C", "C", "C", "C", "N", "H", "H", "H", "H", "H", "H", "H", "H", "H"], "xyz": [[-1.4211, 2.0508, -0.1230], [-0.5308, 0.9109, 0.2747], [-0.7078, -0.1600, 1.0902], [0.2033, -2.1146, -0.1707], [0.5496, -0.9779, 0.8386], [1.4592, -0.1593, -0.0099], [0.7755, 0.8705, -0.3869], [-2.2841, 2.0413, 0.5456], [-1.7928, 1.9438, -1.1529], [-0.9303, 3.0318, -0.0438], [1.0987, -2.5993, -0.5844], [-0.3644, -1.6842, -1.0037], [-0.4222, -2.8486, 0.3359], [1.0152, -1.4184, 1.7257], [2.4267, -0.4232, -0.4265], [1.0840, 1.5024, -1.1198]], "lumo_ev": 0.413, "energy_ev": -7854.5642, "fmax_ev_per_a": 0.68, "total_charge": 0}

---

Record 15
{"formula": "C6H9N", "method": "ωB97M-V/def2-TZVPD", "symbols": ["C", "C", "N", "C", "C", "C", "C", "H", "H", "H", "H", "H", "H", "H", "H", "H"], "xyz": [[-0.9752, -1.5152, 0.8442], [0.3846, -1.0432, 0.5534], [-0.4157, -1.7554, -0.4913], [-0.4741, -0.4781, -1.2712], [0.2839, 0.2730, -0.1778], [-0.0315, 1.6030, 0.4286], [1.3071, 1.3549, -0.2196], [-1.7622, -0.7742, 0.9885], [-1.0949, -2.4314, 1.4150], [1.2943, -1.4822, 0.9585], [-1.4872, -0.1389, -1.5234], [0.1022, -0.6127, -2.1916], [-0.0947, 1.6776, 1.5115], [-0.7322, 2.2372, -0.1098], [1.5343, 1.8560, -1.1567], [2.1614, 1.2297, 0.4417]], "lumo_ev": 1.093, "energy_ev": -7855.0357, "fmax_ev_per_a": 0.40, "total_charge": 0, "smiles": "C1[C@H]2N1CC21CC1"}

---

Record 16
{"formula": "C6H9N", "method": "ωB97M-V/def2-TZVPD", "symbols": ["C", "C", "C", "N", "C", "C", "C", "H", "H", "H", "H", "H", "H", "H", "H", "H"], "xyz": [[-1.9663, -1.5254, 0.5599], [-0.8013, -0.5960, 0.4951], [0.2849, -0.7620, 1.1973], [1.3697, 0.0775, 0.6323], [0.7440, 0.7301, -0.3716], [1.5524, 1.6240, -1.3902], [-0.6591, 0.5959, -0.2516], [-2.9694, -0.9826, 0.3429], [-1.8553, -2.2459, -0.2549], [-1.9260, -1.9212, 1.5738], [0.3393, -1.2603, 2.2084], [2.2792, -0.1246, 0.8478], [0.7720, 2.0869, -2.0523], [2.1565, 2.1793, -0.7328], [2.2591, 1.0569, -2.0749], [-1.5798, 1.0673, -0.7292]], "lumo_ev": 1.087, "energy_ev": -7856.0408, "fmax_ev_per_a": 6.08, "total_charge": 0, "smiles": "Cc1c[nH]c(C)c1"}

---

Record 17
{"formula": "C6H9N", "method": "ωB97M-V/def2-TZVPD", "symbols": ["C", "C", "C", "C", "C", "C", "N", "H", "H", "H", "H", "H", "H", "H", "H", "H"], "xyz": [[1.6148, -0.8462, -0.5292], [1.3393, 0.7085, 1.2382], [0.6073, -0.4653, 0.5885], [-0.6952, 0.0835, 0.0349], [-1.8725, -0.7001, -0.4549], [-0.6272, 1.4070, 0.1739], [0.5857, 1.7316, 0.8549], [2.5050, -1.2947, -0.0803], [1.1900, -1.5291, -1.2731], [1.9366, 0.0695, -1.0377], [0.4603, -1.3111, 1.2708], [-2.6970, -0.0298, -0.7237], [-2.2313, -1.3643, 0.3421], [-1.6446, -1.3290, -1.3236], [-1.3271, 2.1819, -0.1195], [0.8559, 2.6875, 1.0386]], "lumo_ev": 0.943, "energy_ev": -7855.7831, "fmax_ev_per_a": 0.53, "total_charge": 0}

---

Record 18
{"formula": "C6H9N", "method": "ωB97M-V/def2-TZVPD", "symbols": ["C", "N", "C", "C", "C", "C", "C", "H", "H", "H", "H", "H", "H", "H", "H", "H"], "xyz": [[-1.4095, 0.9506, -1.1472], [-0.6589, 0.5647, 0.0516], [-0.4066, -0.9038, 0.3620], [0.8291, -0.9028, -0.5850], [0.8552, 0.5440, -0.0333], [1.1384, 0.2833, 1.4475], [0.2771, -0.7005, 1.7216], [-2.3234, 1.4713, -0.8208], [-0.8227, 1.6751, -1.7317], [-1.7077, 0.1290, -1.8181], [-1.2246, -1.6245, 0.2730], [0.6293, -1.0088, -1.6587], [1.6640, -1.5395, -0.2798], [1.3621, 1.3706, -0.5395], [1.7894, 0.8612, 2.0942], [0.0087, -1.1698, 2.6641]], "lumo_ev": 1.191, "energy_ev": -7854.9690, "fmax_ev_per_a": 0.47, "total_charge": 0}

---

Record 19
{"formula": "C6H9N", "method": "ωB97M-V/def2-TZVPD", "symbols": ["C", "C", "C", "C", "C", "C", "N", "H", "H", "H", "H", "H", "H", "H", "H", "H"], "xyz": [[-2.2199, -1.9067, -0.6292], [-1.1170, -1.4453, -0.7838], [0.1971, -0.8058, -0.9520], [0.4119, 0.3392, 0.0507], [0.2619, -0.1108, 1.4960], [0.2371, 1.7247, -0.4757], [1.5774, 1.1861, -0.2481], [-3.2099, -2.2800, -0.4785], [0.9993, -1.5459, -0.8356], [0.2670, -0.4331, -1.9802], [-0.7061, -0.5621, 1.7414], [0.4490, 0.7116, 2.1921], [1.0212, -0.8844, 1.6846], [0.0038, 1.8399, -1.5334], [-0.0877, 2.5685, 0.1310], [1.9149, 1.6041, 0.6208]], "lumo_ev": 1.020, "energy_ev": -7855.1615, "fmax_ev_per_a": 0.54, "total_charge": 0, "smiles": "C#CC[C@]1(C)CN1"}

---

Record 20
{"formula": "C6H9N", "method": "ωB97M-V/def2-TZVPD", "symbols": ["C", "C", "C", "N", "C", "C", "C", "H", "H", "H", "H", "H", "H", "H", "H", "H"], "xyz": [[-1.4183, 0.7577, 2.0720], [-0.6301, 0.1997, 0.9325], [-0.3839, -1.1466, 0.7304], [0.4305, -1.1998, -0.4293], [0.5385, 0.0406, -1.0027], [1.5496, 0.3815, -2.0604], [-0.2250, 0.8797, -0.2287], [-2.5073, 0.7308, 1.9893], [-1.1654, 0.2883, 3.0273], [-1.1422, 1.8131, 2.1884], [-0.0652, -1.8792, 1.4584], [0.9906, -1.9829, -0.6901], [2.0448, -0.5383, -2.3821], [1.0979, 1.0852, -2.7532], [2.3721, 0.9318, -1.5943], [-0.5516, 1.8317, -0.6353]], "lumo_ev": 1.034, "energy_ev": -7857.2249, "fmax_ev_per_a": 2.97, "total_charge": 0, "smiles": "Cc1c[nH]c(C)c1"}